Record 1
Formula: C32H78N7O2P2
Source: the Open Molecules 2025 dataset
Level of theory: wB97M-V/def2-TZVPD

Last column: Löwdin charge in e.
Atoms and positions in Å:
C1 -4.582167 8.326535 -0.995281  -0.121
C2 -6.040029 7.823664 -0.991567  -0.256
C3 -6.159868 6.295297 -0.884102  -0.212
C4 -5.194790 5.651982 0.140621  -0.197
C5 -5.857749 4.633797 1.098912  -0.194
C6 -5.177904 3.241065 1.101300  -0.208
C7 -4.588861 2.853731 2.468407  -0.219
C8 -3.354310 1.964880 2.361674  -0.223
C9 -3.627220 0.593318 1.721572  -0.205
C10 -2.367096 -0.034712 1.061228  -0.204
C11 -2.130515 -1.436410 1.618710  -0.223
C12 -0.935553 -2.177872 0.996634  -0.200
C13 -0.930503 -2.194260 -0.537738  -0.208
C14 -0.035076 -1.147490 -1.208487  -0.215
C15 1.448182 -1.289833 -0.871598  -0.215
C16 2.262821 -0.009172 -1.077379  -0.215
C17 3.514698 0.014877 -0.184405  -0.231
C18 4.373474 -1.260550 -0.204180  -0.223
C19 4.108959 -2.291579 0.925433  -0.244
C20 3.494476 -3.634455 0.480964  -0.543
N1 4.031392 -4.673960 1.321460  -0.208
H1 -4.340321 8.799112 -0.044187  0.069
H2 -3.865950 7.550763 -1.254627  0.055
H3 -4.492160 9.114046 -1.746137  0.065
H4 -6.502794 8.115400 -1.935852  0.093
H5 -6.597756 8.300541 -0.184332  0.099
H6 -7.181314 6.026108 -0.607954  0.093
H7 -5.986359 5.872904 -1.875097  0.107
H8 -4.649031 6.407000 0.705058  0.100
H9 -4.446415 5.113983 -0.443005  0.098
H10 -5.813476 5.058121 2.104112  0.097
H11 -6.913883 4.505284 0.861118  0.094
H12 -4.418913 3.191357 0.318250  0.105
H13 -5.941361 2.515900 0.812545  0.101
H14 -5.380012 2.385147 3.058013  0.113
H15 -4.294172 3.773062 2.981925  0.101
H16 -2.534675 2.486172 1.863259  0.108
H17 -3.009487 1.758073 3.379760  0.110
H18 -4.454534 0.624557 1.011014  0.100
H19 -3.943030 -0.066627 2.533819  0.101
H20 -2.537453 -0.065129 -0.014011  0.100
H21 -1.531524 0.621744 1.305928  0.109
H22 -3.033429 -2.050635 1.578854  0.110
H23 -1.902131 -1.296021 2.681503  0.111
H24 -0.999863 -3.213190 1.338702  0.108
H25 -0.019260 -1.780741 1.432301  0.104
H26 -0.580265 -3.174881 -0.867561  0.109
H27 -1.955325 -2.092464 -0.908044  0.102
H28 -0.130393 -1.309141 -2.290524  0.107
H29 -0.393898 -0.126927 -1.050581  0.092
H30 1.917736 -2.092607 -1.440931  0.113
H31 1.543159 -1.565576 0.178046  0.082
H32 1.634012 0.826259 -0.743260  0.096
H33 2.508507 0.180789 -2.124472  0.104
H34 3.259198 0.325208 0.830313  0.102
H35 4.143739 0.822263 -0.583002  0.090
H36 5.406691 -0.925365 -0.064363  0.086
H37 4.358677 -1.750015 -1.181064  0.096
H38 5.045764 -2.541215 1.421962  0.070
H39 3.436349 -1.856832 1.671501  0.085
H40 3.674404 -3.791871 -0.612786  0.068
H41 2.393173 -3.583606 0.619167  0.062
H42 3.440471 -5.503717 1.261147  -0.121
O1 -1.688666 7.117403 -3.380949  -0.273
P1 -0.357948 7.703413 -3.683165  0.668
N2 0.435096 6.448464 -4.511122  -0.312
C21 1.849962 6.144228 -4.523956  -0.132
C22 -0.180865 6.153742 -5.797813  -0.134
N3 0.265461 7.921216 -2.060550  -0.305
C23 1.291101 7.042742 -1.512656  -0.141
C24 -0.801774 8.042653 -1.065878  -0.151
N4 0.488750 9.054140 -4.355057  -0.311
C25 1.741972 9.516239 -3.794296  -0.137
C26 -0.423823 10.202598 -4.518132  -0.136
H43 2.431185 6.805542 -5.185528  0.083
H44 1.985930 5.122361 -4.884469  0.087
H45 2.289256 6.157741 -3.534172  0.044
H46 0.052342 6.921953 -6.551119  0.080
H47 -1.264475 6.090614 -5.694765  0.071
H48 0.163449 5.188837 -6.170278  0.081
H49 1.019259 5.980790 -1.566952  0.095
H50 1.463434 7.299667 -0.465874  0.082
H51 2.257413 7.188744 -1.994966  0.055
H52 -1.211779 7.068072 -0.776618  0.084
H53 -1.620567 8.652667 -1.440507  0.056
H54 -0.413129 8.532856 -0.169848  0.082
H55 1.639085 9.913269 -2.779329  0.084
H56 2.114685 10.314439 -4.440327  0.085
H57 2.507818 8.742569 -3.800309  0.065
H58 -0.739518 10.615013 -3.549413  0.082
H59 -1.321023 9.900126 -5.062591  0.076
H60 0.053549 10.997822 -5.091695  0.076
O2 1.123343 -9.622877 1.351193  -0.270
P2 1.967791 -10.173126 2.441041  0.666
N5 2.741830 -8.815598 3.082263  -0.306
C27 4.056563 -8.735404 3.682178  -0.127
C28 1.817925 -7.889535 3.724793  -0.131
N6 3.060736 -11.175014 1.496512  -0.309
C29 4.440932 -10.771887 1.258753  -0.145
C30 2.485314 -11.583688 0.214630  -0.158
N7 2.005457 -11.205688 3.840671  -0.310
C31 3.151695 -12.036497 4.138097  -0.146
C32 0.783214 -12.025939 3.905537  -0.145
H61 4.083013 -9.105624 4.720588  0.079
H62 4.366033 -7.688378 3.695802  0.092
H63 4.814021 -9.247865 3.102423  0.042
H64 1.464501 -8.266213 4.698724  0.075
H65 0.948134 -7.715944 3.090691  0.072
H66 2.294931 -6.921107 3.875642  0.081
H67 4.525072 -9.769656 0.820321  0.098
H68 4.912483 -11.486512 0.579723  0.077
H69 5.042375 -10.814959 2.166154  0.052
H70 2.554721 -10.798589 -0.546623  0.084
H71 1.436846 -11.853299 0.321443  0.066
H72 3.016846 -12.468222 -0.148153  0.075
H73 3.323339 -12.818981 3.390539  0.081
H74 2.968499 -12.516906 5.102839  0.082
H75 4.062347 -11.452796 4.261225  0.064
H76 0.746174 -12.771999 3.097723  0.079
H77 -0.103001 -11.393518 3.818473  0.075
H78 0.717630 -12.550183 4.860446  0.073

Cartesian forces (eV/Å) of the 2 atoms listed first:
-0.551 0.513 -0.266
0.247 -0.381 -0.229

Values from the calculation:
Electronic energy in Eh: -2482.4120
Charge: -1


Record 2
Formula: C4H5NO
Source: the Open Molecules 2025 dataset
Level of theory: wB97M-V/def2-TZVPD

Last column: Löwdin charge in e.
Atoms and positions in Å:
C1 0.142263 1.277629 -0.023190  -0.049
C2 -0.088106 -0.210650 0.298141  -0.322
C3 1.082653 -0.785602 0.995313  -0.177
N1 2.039291 -1.209680 1.495857  0.153
C4 -0.641417 -1.054694 -0.826148  -0.216
O1 -1.851730 -1.006690 -0.895126  0.052
H1 0.186093 1.829037 0.921779  0.089
H2 1.060009 1.481893 -0.580262  0.086
H3 -0.716489 1.645055 -0.589336  0.086
H4 -1.153171 -0.256945 0.690701  0.161
H5 -0.059395 -1.709353 -1.487731  0.137

Cartesian forces (eV/Å) of the 2 atoms listed first:
-0.022 0.113 -0.131
-0.725 0.163 0.090

Values from the calculation:
Electronic energy in Eh: -285.3607
SMILES: C[C@H](C#N)C=O
Charge: 0
Relative energy (zero: lowest compared OMol25 entry of this formula, charge and spin) in eV: 1.467


Record 3
Formula: C50H41Br2N9PtS3
Source: the Open Molecules 2025 dataset
Level of theory: wB97M-V/def2-TZVPD

Last column: Löwdin charge in e.
Atoms and positions in Å:
Pt1 0.236850 -2.304357 -0.244563  1.049
Br1 6.696464 -1.257880 1.965260  0.811
C1 4.997025 -2.051524 1.836029  -0.678
C2 4.167309 -2.102628 2.941441  -0.088
C3 2.914579 -2.675742 2.778892  -0.121
N1 2.468302 -3.167685 1.628087  0.105
C4 3.291277 -3.124938 0.580215  -0.242
C5 4.568878 -2.583767 0.630579  -0.059
C6 2.816819 -3.785345 -0.667604  -0.185
C7 3.637029 -4.726640 -1.272202  -0.036
C8 3.181412 -5.415874 -2.382806  -0.666
Br2 4.247310 -6.727451 -3.181270  0.855
C9 1.921421 -5.129060 -2.885017  -0.072
C10 1.173952 -4.167504 -2.241428  -0.103
N2 1.593233 -3.508687 -1.150684  -0.081
H1 4.484355 -1.721811 3.901826  0.113
H2 2.242061 -2.747718 3.625738  0.121
H3 5.201916 -2.556901 -0.245863  0.121
H4 4.603124 -4.950929 -0.843577  0.124
H5 1.534263 -5.624154 -3.762939  0.117
H6 0.210944 -3.874897 -2.636446  0.111
N3 1.271660 -0.688094 -0.813788  -0.403
S1 1.608847 0.688215 -0.505777  0.788
N4 0.480553 1.826246 -0.949237  -0.344
S2 -0.646213 2.376039 -0.054573  0.886
N5 -1.517226 1.471255 0.857294  -0.355
S3 -1.987007 -0.049961 0.463371  0.782
N6 -1.069457 -1.157074 0.734293  -0.419
C11 -3.414681 -0.174629 1.504792  -0.321
C12 -3.977199 -1.442508 1.580781  -0.056
C13 -5.109847 -1.629722 2.354187  -0.047
C14 -5.663283 -0.558879 3.045420  -0.047
C15 -5.087826 0.700809 2.966004  -0.050
C16 -3.956746 0.904221 2.187426  -0.068
C17 -2.656580 0.135273 -1.188385  -0.307
C18 -1.907028 -0.320305 -2.262908  -0.085
C19 -2.378341 -0.098849 -3.550452  -0.057
C20 -3.578037 0.567758 -3.750229  -0.055
C21 -4.319098 1.018431 -2.664315  -0.051
C22 -3.860150 0.807460 -1.375019  -0.060
C23 -1.672776 3.259287 -1.195424  -0.318
C24 -2.793089 3.884010 -0.658722  -0.061
C25 -3.628624 4.588769 -1.505149  -0.045
C26 -3.341643 4.657192 -2.864818  -0.044
C27 -2.219918 4.026856 -3.381375  -0.046
C28 -1.367063 3.320247 -2.543694  -0.051
C29 -0.090095 3.633499 1.060033  -0.322
C30 -0.342952 3.559177 2.418968  -0.056
C31 0.123051 4.585802 3.229297  -0.048
C32 0.819018 5.651051 2.677791  -0.043
C33 1.062910 5.705391 1.308977  -0.043
C34 0.606625 4.691708 0.486746  -0.058
C35 2.045043 1.155575 1.162743  -0.320
C36 1.534816 0.378562 2.190551  -0.081
C37 1.824669 0.732164 3.502329  -0.059
C38 2.621854 1.835066 3.767633  -0.050
C39 3.120070 2.610605 2.725581  -0.049
C40 2.826824 2.280139 1.414100  -0.072
C41 2.969409 1.231116 -1.497700  -0.318
C42 4.257424 0.953210 -1.060686  -0.069
C43 5.322341 1.221194 -1.906275  -0.047
C44 5.091455 1.740633 -3.173305  -0.048
C45 3.796192 1.993810 -3.603323  -0.050
C46 2.722181 1.734800 -2.766356  -0.057
H7 -3.519573 -2.269923 1.053241  0.099
H8 -5.557005 -2.611972 2.424301  0.116
H9 -6.544941 -0.709336 3.653789  0.117
H10 -5.517933 1.529342 3.512111  0.116
H11 -3.496223 1.879077 2.122627  0.095
H12 -0.962391 -0.821856 -2.096737  0.058
H13 -1.802603 -0.447957 -4.397693  0.114
H14 -3.941288 0.736025 -4.755575  0.117
H15 -5.258318 1.531735 -2.821304  0.120
H16 -4.438250 1.152153 -0.527404  0.118
H17 -3.001957 3.825346 0.402623  0.119
H18 -4.501789 5.087448 -1.107122  0.119
H19 -3.996725 5.212080 -3.523157  0.119
H20 -2.001000 4.087190 -4.438851  0.119
H21 -0.489883 2.818780 -2.924943  0.099
H22 -0.883187 2.717358 2.828119  0.110
H23 -0.062729 4.550785 4.294368  0.120
H24 1.171777 6.450203 3.316152  0.119
H25 1.601385 6.541561 0.884258  0.119
H26 0.786855 4.721659 -0.581395  0.126
H27 0.915490 -0.481523 1.967041  0.070
H28 1.432563 0.136001 4.316432  0.117
H29 2.857169 2.096880 4.791152  0.118
H30 3.735854 3.474960 2.935270  0.120
H31 3.205052 2.885751 0.601307  0.124
H32 4.431875 0.540561 -0.075582  0.104
H33 6.331303 1.020195 -1.573431  0.116
H34 5.925792 1.945804 -3.830506  0.117
H35 3.621002 2.394045 -4.592687  0.116
H36 1.708323 1.917705 -3.092989  0.096
N7 -3.887783 -5.671173 -0.704596  0.157
C47 -2.769337 -5.328528 -0.026846  -0.361
C48 -1.947629 -4.266670 -0.446758  -0.073
N8 -0.865124 -3.940905 0.251355  -0.139
C49 -0.566507 -4.630058 1.358961  -0.102
C50 -1.393037 -5.670045 1.748013  -0.084
N9 -2.478340 -6.020467 1.075614  0.147
H37 -4.122959 -5.255442 -1.586121  0.107
H38 -4.402834 -6.477409 -0.395035  0.116
H39 -2.179709 -3.671562 -1.320266  0.115
H40 0.320598 -4.338271 1.901576  0.087
H41 -1.164600 -6.239619 2.640247  0.121

Cartesian forces (eV/Å) of the 2 atoms listed first:
0.012 0.441 0.078
-0.009 0.015 -0.037

Values from the calculation:
Electronic energy in Eh: -8884.0226
Charge: +2
Relative energy (zero: lowest compared OMol25 entry of this formula, charge and spin) in eV: 0.000


Record 4
Formula: C5H14
Source: the Open Molecules 2025 dataset
Level of theory: wB97M-V/def2-TZVPD

Last column: Löwdin charge in e.
Atoms and positions in Å:
C1 2.361667 -0.026071 -0.620093  -0.126
C2 1.615629 -1.334136 -0.865864  -0.145
H1 1.595847 0.799599 -0.634667  0.047
H2 2.688606 0.083649 0.415476  0.080
H3 3.091016 0.136395 -1.403499  0.082
H4 0.718902 -1.518675 -0.282918  0.020
H5 1.171365 -1.430554 -1.858383  0.081
H6 2.382858 -2.056480 -0.569783  0.088
C3 -1.494996 0.912916 1.035414  -0.117
C4 -1.604850 -0.733070 1.019898  0.070
C5 -1.298613 1.375045 -0.369378  -0.007
H7 -2.307970 1.400555 1.571426  0.127
H8 -0.580701 1.060678 1.654837  0.164
H9 -0.940725 -1.083101 0.238956  0.047
H10 -1.673193 0.716792 -1.146944  0.133
H11 -1.675160 2.387084 -0.525540  0.118
H12 -0.167905 1.369271 -0.523583  0.119
H13 -1.245784 -1.010843 2.004808  0.103
H14 -2.635995 -1.049055 0.859836  0.115

Cartesian forces (eV/Å) of the 2 atoms listed first:
-2.332 0.671 0.291
0.297 0.099 0.261

Values from the calculation:
2S+1: 2
Electronic energy in Eh: -198.4574
Charge: +1
Relative energy (zero: lowest compared OMol25 entry of this formula, charge and spin) in eV: 0.804


Record 5
Formula: C10H15ClN
Source: the Open Molecules 2025 dataset
Level of theory: wB97M-V/def2-TZVPD

Last column: Löwdin charge in e.
Atoms and positions in Å:
C1 -3.463304 -0.939830 0.516597  -0.045
C2 -2.670637 -1.496737 -0.483062  -0.055
C3 -3.004271 0.165180 1.226142  -0.059
C4 -1.443836 -0.955262 -0.774277  -0.022
C5 -1.771455 0.714330 0.954265  -0.025
C6 -0.954581 0.172906 -0.064356  -0.228
C7 2.436217 -2.408887 -0.431034  -0.163
C8 1.185643 2.934730 -0.682675  0.011
C9 0.293005 0.679398 -0.428370  -0.059
C10 2.312162 -1.388785 0.616217  -0.593
N1 0.990345 1.765562 0.206993  -0.026
Cl1 3.398518 -0.086188 0.719559  0.711
H1 -4.431838 -1.357852 0.739664  0.115
H2 -3.024502 -2.355438 -1.032640  0.116
H3 -3.625621 0.599366 1.994221  0.116
H4 -0.824070 -1.381035 -1.546354  0.114
H5 -1.452447 1.584399 1.514361  0.105
H6 1.446369 -2.794776 -0.677438  0.075
H7 3.020697 -3.266956 -0.074118  0.092
H8 2.920591 -2.024268 -1.325504  0.077
H9 0.223121 3.367775 -0.943209  0.112
H10 1.795160 3.688752 -0.191462  0.108
H11 1.676811 2.614135 -1.597238  0.108
H12 0.794520 0.304971 -1.307096  0.131
H13 1.752326 -1.580454 1.518105  0.066
H14 1.942466 1.397922 0.501426  0.053
H15 0.478611 2.047036 1.051287  0.166

Cartesian forces (eV/Å) of the 2 atoms listed first:
0.075 0.070 0.014
-0.045 -0.036 0.002

Values from the calculation:
Electronic energy in Eh: -904.6476
Charge: +1
Relative energy (zero: lowest compared OMol25 entry of this formula, charge and spin) in eV: 1.929


Record 6
Formula: C20H17BrNO3Zn
Source: the Open Molecules 2025 dataset
Level of theory: wB97M-V/def2-TZVPD

Last column: Löwdin charge in e.
Atoms and positions in Å:
Zn1 1.875002 0.753003 1.353868  0.782
O1 1.019074 0.653920 -0.451998  -0.069
C1 -0.344429 1.232292 -0.328034  -0.272
C2 -0.660840 1.501821 1.181154  -0.544
O2 -1.785636 1.766267 1.503856  0.143
O3 0.367077 1.470680 2.004703  -0.119
C3 -1.269249 0.215951 -0.969774  -0.167
C4 -1.218321 0.069677 -2.355402  -0.030
C5 -1.956875 -0.918234 -2.984664  -0.060
C6 -2.762740 -1.766693 -2.238166  -0.070
C7 -2.822745 -1.618900 -0.860983  -0.061
C8 -2.077477 -0.635007 -0.225322  -0.014
C9 -0.377534 2.608885 -0.975466  -0.166
C10 -1.578109 3.115215 -1.460435  -0.007
C11 -1.622348 4.389179 -2.002850  -0.045
C12 -0.474657 5.166128 -2.070855  -0.064
C13 0.720934 4.671578 -1.575460  -0.063
C14 0.767883 3.400115 -1.023596  -0.032
H1 1.344124 0.861353 -1.339101  0.130
H2 -0.618772 0.749192 -2.953027  0.126
H3 -1.911085 -1.020324 -4.061146  0.111
H4 -3.349865 -2.530231 -2.730672  0.110
H5 -3.465742 -2.263650 -0.275788  0.110
H6 -2.152416 -0.515435 0.846497  0.117
H7 -2.476720 2.515887 -1.396914  0.133
H8 -2.561247 4.779205 -2.372797  0.114
H9 -0.510192 6.156002 -2.505343  0.111
H10 1.618710 5.274584 -1.610257  0.110
H11 1.709732 3.044611 -0.621015  0.101
C15 0.910878 -4.758242 1.427898  -0.022
C16 1.577029 -3.544706 2.000566  -0.216
C17 2.276781 -3.577132 3.204999  0.028
C18 2.896381 -2.435102 3.695150  -0.050
C19 2.781815 -1.289451 2.947085  -0.680
Br1 3.573724 0.370543 3.443956  0.927
N1 2.099211 -1.219506 1.806291  -0.047
C20 1.511533 -2.323073 1.341691  -0.032
H12 1.096709 -5.632892 2.046334  0.087
H13 1.282619 -4.961088 0.423051  0.096
H14 -0.167298 -4.610947 1.351835  0.096
H15 2.333598 -4.499737 3.768054  0.135
H16 3.442499 -2.432730 4.627319  0.124
H17 0.958980 -2.213005 0.414760  0.139

Cartesian forces (eV/Å) of the 2 atoms listed first:
0.742 -0.940 -0.233
0.017 0.314 -0.008

Values from the calculation:
Electronic energy in Eh: -5405.9715
Charge: +1
Relative energy (zero: lowest compared OMol25 entry of this formula, charge and spin) in eV: 0.300